Entry 1:
Molecular formula: C2H6Cl3PSi
Method: DFT, the ωB97M-V functional and the def2-TZVPD basis

Last column: natural (NBO) charge in e.
Cartesian coordinates (Å):
C: -0.4965 0.6930 1.2952  -0.949
C: 1.3318 -1.0862 0.4123  -0.919
Si: -1.0763 -0.0610 -1.6425  1.205
P: -0.4794 -0.9033 0.3818  0.483
Cl: -1.3811 -1.2115 -3.1848  -0.314
Cl: 1.1046 2.2830 -1.6291  -0.685
Cl: -2.7408 1.0583 -1.6844  -0.327
H: 0.0116 1.5344 0.7942  0.286
H: 0.1319 0.2289 2.1521  0.230
H: -1.4012 0.9708 1.8420  0.246
H: 1.7944 -0.2958 -0.0471  0.259
H: 1.4426 -1.9894 -0.1379  0.230
H: 1.7584 -1.2213 1.4482  0.254

Calculated values
energy above the lowest of the compared OMol25 structures with the same formula, charge and spin = 239.66 kJ/mol
DFT total energy = -2091.268112 Ha
Kohn-Sham gap = 0.272 Ha
HOMO = -9.221 eV

***

Entry 2:
Molecular formula: C2H6ClCuFNO3PS
Method: DFT, the ωB97M-V functional and the def2-TZVPD basis

Last column: natural (NBO) charge in e.
Cartesian coordinates (Å):
C: -2.2191 0.3984 0.5983  -0.626
C: -0.9341 0.3342 -0.2271  -0.237
N: 0.1879 -0.2515 0.6099  -0.992
P: 0.7884 -1.8781 0.1965  1.263
O: 1.2821 -1.6691 -1.3613  -1.002
Cl: -1.0110 -2.7215 -0.1049  -0.230
S: 1.3547 0.8534 0.7774  2.584
O: 1.9188 1.2207 -0.5053  -1.098
O: 0.9198 1.9217 1.5822  -0.841
F: 2.4439 0.0586 1.5103  -0.435
H: -2.3266 1.3785 1.0562  0.231
H: -2.2008 -0.3406 1.3935  0.233
H: -3.0769 0.2226 -0.0466  0.233
H: -1.0594 -0.2604 -1.1253  0.221
H: -0.6536 1.3492 -0.5019  0.212
H: 2.2440 -1.7675 -1.3550  0.504
Cu: 2.3418 1.1513 -2.4969  0.978

Calculated values
net charge = +1
energy above the lowest of the compared OMol25 structures with the same formula, charge and spin = 0.00 kJ/mol
DFT total energy = -3300.108080 Ha
Kohn-Sham gap = 0.286 Ha
HOMO = -13.795 eV